[1]
ORCA calculation (ωB97M-V/def2-TZVPD) on one molecule with the formula C6H12N2O2S.

Last column: Mulliken charge in e.
Cartesian coordinates (Å):
1 C -1.87195 1.51639 1.32284  -0.41
2 C -1.31053 2.11054 0.34555  -0.67
3 C -1.44945 1.61045 -1.08893  -0.55
4 N -1.09372 0.24959 -1.29128  -0.52
5 C -0.06616 -0.26562 -0.84273  0.51
6 C 0.20384 -1.78405 -0.84913  -0.47
7 C -0.07387 -2.39058 0.54327  -0.98
8 S 1.26239 0.69921 -0.02099  1.06
9 N 2.45245 -0.57731 -0.05542  -0.60
10 O 1.69713 1.61683 -1.07003  -0.67
11 O 1.02979 1.14115 1.33414  -0.53
12 H -2.05791 0.43762 1.24224  0.31
13 H -1.57380 1.98172 2.31964  0.24
14 H -0.50582 2.89067 0.39030  0.45
15 H -2.50381 1.77932 -1.27758  0.45
16 H -0.88631 2.40769 -1.71970  0.22
17 H -0.50197 -2.35113 -1.42994  0.35
18 H 1.21705 -2.15546 -1.18609  0.41
19 H 0.83821 -3.06610 0.59039  0.30
20 H -0.91384 -3.05900 0.77333  0.34
21 H 0.14988 -1.64384 1.34969  0.22
22 H 2.60576 -0.79240 0.93016  0.26
23 H 3.35264 -0.35565 -0.30974  0.28

Values from the calculation:
Structure (SMILES): C=CC/N=C(/CC)S(N)(=O)=O
Molar mass: 176.2 g/mol
ΔE to the lowest compared entry with this formula, charge and spin: 4.0428 eV
Charge: 0
Spin multiplicity: 1
Strongest force on any atom: 4.7 eV/Å
E_tot: -893.851021 a.u.

[2]
ORCA calculation (ωB97M-V/def2-TZVPD) on C6H12N2O2S3 as an isolated structure.

Last column: Mulliken charge in e.
Cartesian coordinates (Å):
1 C -0.28378 0.78852 0.90253  0.64
2 C 0.31154 -0.66040 1.05897  -0.31
3 C 1.44144 0.89762 -0.67790  0.20
4 C 0.22125 1.70941 2.03871  -1.53
5 C 0.39499 -3.28086 0.20931  -0.94
6 C -2.43810 0.79675 -1.62051  -0.61
7 N 0.29946 1.35864 -0.36229  -0.62
8 N 2.22038 1.33798 -1.67319  -0.40
9 O -0.23782 -1.34505 -1.48774  -0.49
10 O -1.64052 0.95872 0.98096  -0.39
11 S 1.98342 -0.56917 0.35821  -0.14
12 S -0.60367 -1.76566 -0.11856  0.62
13 S -2.63588 0.10970 0.03664  0.09
14 H 0.36800 -1.03246 2.12312  0.54
15 H 1.24822 2.01366 1.78313  0.33
16 H 0.06665 1.16592 3.03715  0.31
17 H -0.36823 2.60078 2.13186  0.45
18 H 1.05164 -3.34120 -0.57870  0.35
19 H -0.10132 -4.29384 0.30113  0.32
20 H 0.83209 -3.18857 1.28110  0.26
21 H -3.36015 1.20224 -1.92625  0.39
22 H -2.04420 0.04405 -2.32897  0.22
23 H -1.55890 1.44235 -1.35567  0.28
24 H 1.89923 2.25591 -2.04617  0.22
25 H 2.93426 0.79498 -2.06686  0.19

Values from the calculation:
⟨S²⟩: 2.0100
Molar mass: 240.4 g/mol
ΔE to the lowest compared entry with this formula, charge and spin: 1.6771 eV
Charge: 0
Spin multiplicity: 3
Strongest force on any atom: 5.9 eV/Å
E_tot: -1690.076301 a.u.

[3]
ORCA calculation (ωB97M-V/def2-TZVPD) on one molecule with the formula C6H12N2O3S.

Last column: Mulliken charge in e.
Cartesian coordinates (Å):
1 C 2.24565 1.55959 -0.98349  -1.66
2 C 1.75259 0.21291 -0.63768  0.43
3 N 0.64126 0.28093 0.26863  -0.25
4 C -0.34737 -0.62952 0.24888  -0.10
5 O -0.26104 -1.76326 -0.24335  -0.80
6 C -1.58188 -0.20069 1.02834  0.66
7 N -1.71737 1.22865 1.14551  -0.63
8 C -2.81073 -0.94468 0.47825  -0.90
9 S -3.24739 -0.35769 -1.19253  -0.24
10 C 2.82529 -0.72613 -0.03344  0.45
11 O 3.93739 -0.36383 0.27730  -0.56
12 O 2.46440 -2.04492 -0.00498  -0.48
13 H 3.05229 1.57110 -1.79209  0.34
14 H 1.43256 2.07858 -1.51167  0.47
15 H 2.60517 2.10480 -0.15054  0.38
16 H 1.39237 -0.26766 -1.57114  0.28
17 H 0.32482 1.24441 0.56367  0.42
18 H -1.47052 -0.52571 2.06946  0.36
19 H -2.26068 1.66877 0.36035  0.22
20 H -2.13831 1.47874 2.02366  0.25
21 H -3.69670 -0.73113 1.10027  0.41
22 H -2.58479 -1.97665 0.32632  0.40
23 H -2.06153 -0.79943 -1.75763  0.15
24 H 1.50453 -2.09716 -0.01210  0.37

Values from the calculation:
Structure (SMILES): C[C@H](NC(=O)[C@@H](N)CS)C(=O)O
Molar mass: 192.2 g/mol
ΔE to the lowest compared entry with this formula, charge and spin: 0.3277 eV
Charge: 0
Spin multiplicity: 1
Strongest force on any atom: 2.9 eV/Å
E_tot: -969.282044 a.u.

[4]
ORCA calculation (ωB97M-V/def2-TZVPD) on one molecule with the formula C6H12N2Si.

Last column: Mulliken charge in e.
Cartesian coordinates (Å):
1 C 0.06595 -0.77822 0.83232  0.33
2 C 0.61756 0.52747 0.44269  0.47
3 C -0.75088 -2.10191 -1.03335  0.02
4 C 0.12511 -1.40879 2.17763  -1.23
5 C 1.07396 1.65703 1.41712  -1.17
6 C 0.95797 1.80499 -1.54637  -0.88
7 N -0.41626 -1.44989 -0.13091  0.10
8 N 0.56081 0.61203 -0.80621  -0.46
9 Si -2.11928 -2.32031 -2.30723  0.47
10 H 1.12487 -1.34875 2.63356  0.33
11 H -0.55969 -1.02403 2.98929  0.21
12 H -0.16563 -2.48150 1.95385  0.34
13 H 0.32042 2.34212 1.85092  0.26
14 H 1.54244 1.11064 2.27725  0.28
15 H 1.87112 2.11892 0.92744  0.41
16 H 1.91991 2.14126 -1.13965  0.28
17 H 1.08919 1.41635 -2.60234  0.29
18 H 0.21975 2.61124 -1.44560  0.29
19 H -2.09866 -3.55248 -2.93016  -0.13
20 H -1.58534 -1.50428 -3.26919  -0.11
21 H -3.41570 -2.17341 -1.64253  -0.10

Values from the calculation:
Molar mass: 140.3 g/mol
ΔE to the lowest compared entry with this formula, charge and spin: 5.5620 eV
Charge: 0
Spin multiplicity: 1
Strongest force on any atom: 3.3 eV/Å
E_tot: -634.672176 a.u.

[5]
ORCA calculation (ωB97M-V/def2-TZVPD) on an isolated ion of composition C6H12N3 and charge +1.

Last column: Mulliken charge in e.
Cartesian coordinates (Å):
1 C -0.41212 2.36739 -1.13697  -1.37
2 C 0.32703 1.08389 -0.78483  -0.31
3 C 0.90810 0.83976 0.36255  0.38
4 C 0.96487 1.72061 1.66207  -1.21
5 N 1.60335 -0.32184 0.68732  -0.34
6 C 1.20637 -1.47724 0.50762  -0.03
7 N -0.01462 -1.91023 -0.01158  -0.09
8 C -0.42445 -3.16007 0.00494  0.20
9 N -1.71959 -3.37329 -0.19451  -0.29
10 H 0.34401 2.84118 -1.80770  0.30
11 H -0.70207 3.01039 -0.37436  0.41
12 H -1.29805 2.06403 -1.61524  0.35
13 H 0.27345 0.40578 -1.62081  0.55
14 H 0.34673 1.21040 2.38579  0.33
15 H 0.67975 2.71946 1.84654  0.41
16 H 1.98888 1.60662 1.87707  0.36
17 H 1.96700 -2.26826 0.78271  0.27
18 H -0.70119 -1.26491 -0.33108  0.24
19 H 0.27822 -3.93197 0.24076  0.36
20 H -2.25770 -2.64922 -0.60926  0.23
21 H -2.01144 -4.28792 -0.35487  0.26

Values from the calculation:
Structure (SMILES): C/C=C(C)/N=C\NC=[NH2+]
Molar mass: 126.2 g/mol
ΔE to the lowest compared entry with this formula, charge and spin: 2.6700 eV
Charge: +1
Spin multiplicity: 1
Strongest force on any atom: 3.2 eV/Å
E_tot: -399.782911 a.u.

[6]
ORCA calculation (ωB97M-V/def2-TZVPD) on an isolated ion of composition C6H12N3 and charge +1.

Last column: Mulliken charge in e.
Cartesian coordinates (Å):
1 C 3.09361 1.34596 0.14056  -1.14
2 C 1.90143 0.57890 0.40355  0.41
3 N 1.48092 -0.00051 1.55224  -0.03
4 C 0.17454 -0.49357 1.40538  -0.17
5 C -0.13142 -0.33589 0.08205  -0.01
6 N -1.57027 -0.73596 -0.93939  -0.16
7 C -2.28565 -1.75006 -0.17314  -0.89
8 C -2.26271 0.53067 -1.25170  -0.86
9 N 0.93048 0.35744 -0.47635  -0.06
10 H 3.05015 2.31585 -0.34411  0.36
11 H 3.48334 1.45479 1.14867  0.32
12 H 3.85843 0.82775 -0.35444  0.34
13 H 1.86510 -0.00036 2.45457  0.18
14 H -0.40414 -1.19763 2.13676  0.33
15 H -2.99423 -2.08376 -0.94681  0.41
16 H -1.49396 -2.52437 0.03717  0.32
17 H -2.70462 -1.30463 0.74412  0.29
18 H -2.18528 1.25373 -0.37355  0.28
19 H -1.68942 0.90077 -1.99404  0.37
20 H -3.17695 0.19934 -1.74856  0.38
21 H 1.06066 0.66155 -1.50297  0.33

Values from the calculation:
Structure (SMILES): Cc1[nH]cc(N(C)C)[nH+]1
Molar mass: 126.2 g/mol
ΔE to the lowest compared entry with this formula, charge and spin: 3.2222 eV
Charge: +1
Spin multiplicity: 1
Strongest force on any atom: 5.4 eV/Å
E_tot: -399.762619 a.u.

[7]
ORCA calculation (ωB97M-V/def2-TZVPD) on C6H12N3 as an isolated structure.

Last column: Mulliken charge in e.
Cartesian coordinates (Å):
1 C 2.26899 -1.40602 0.20090  -0.24
2 C 0.22660 -0.48538 -0.16804  0.03
3 C -1.62298 1.01136 0.52945  -1.39
4 C -2.04408 -1.39321 -0.15491  -1.64
5 C 1.73595 2.03826 -0.24117  -0.75
6 C -1.17324 -0.14594 -0.37613  0.90
7 N 2.63113 -0.17012 0.13376  -0.67
8 N 0.90111 -1.57096 0.03003  -0.06
9 N 1.67892 0.63712 -0.06666  0.57
10 H 2.94314 -2.21645 0.37718  0.44
11 H -2.68936 1.16689 0.39869  0.43
12 H -1.11422 1.93474 0.27405  0.32
13 H -1.43698 0.78207 1.57586  0.38
14 H -3.08195 -1.13640 -0.34729  0.41
15 H -1.96807 -1.74130 0.87277  0.40
16 H -1.77332 -2.19726 -0.83568  0.42
17 H 1.16436 2.55375 0.53339  0.31
18 H 2.78505 2.33005 -0.15485  0.31
19 H 1.36375 2.32495 -1.22500  0.32
20 H -1.28795 0.18381 -1.41905  0.25
21 H 0.49315 -2.49995 0.06270  0.25

Values from the calculation:
Molar mass: 126.2 g/mol
ΔE to the lowest compared entry with this formula, charge and spin: 3.0608 eV
Charge: +1
Spin multiplicity: 1
Strongest force on any atom: 7.1 eV/Å
E_tot: -399.768551 a.u.

[8]
ORCA calculation (ωB97M-V/def2-TZVPD) on C6H12N3 as an isolated structure.

Last column: Mulliken charge in e.
Cartesian coordinates (Å):
1 C -2.09633 1.17574 0.38026  -0.64
2 C -2.00948 -0.16218 -0.04945  0.56
3 C -0.11062 0.90424 -0.44119  -0.05
4 C -2.95858 -1.37689 -0.04359  -1.00
5 C 2.58667 -0.52785 0.93133  -0.91
6 C 2.63160 -0.05072 -0.51338  -0.34
7 N -0.93039 1.81111 0.11253  -0.01
8 N -0.72420 -0.22375 -0.60050  0.05
9 N 1.68170 0.95585 -0.88165  -0.34
10 H -2.95208 1.63497 0.67881  0.47
11 H -3.60527 -1.23770 -0.93332  0.31
12 H -2.32840 -2.27426 -0.34091  0.29
13 H -3.48719 -1.28110 0.89097  0.34
14 H 2.11802 0.26894 1.53637  0.26
15 H 1.78690 -1.38854 1.06383  0.21
16 H 3.46280 -0.97431 1.30906  0.37
17 H 3.56618 0.36068 -0.92992  0.38
18 H 2.47739 -1.04056 -1.18821  0.25
19 H -0.51553 2.64454 0.43314  0.23
20 H -0.34745 -0.98717 -1.13857  0.27
21 H 1.75427 1.76896 -0.27560  0.29

Values from the calculation:
Molar mass: 126.2 g/mol
ΔE to the lowest compared entry with this formula, charge and spin: 3.5094 eV
Charge: +1
Spin multiplicity: 1
Strongest force on any atom: 5.5 eV/Å
E_tot: -399.752065 a.u.

[9]
ORCA calculation (ωB97M-V/def2-TZVPD) on an isolated ion of composition C6H12N3O2 and charge +1.

Last column: Mulliken charge in e.
Cartesian coordinates (Å):
1 C -1.10083 -1.28767 0.82636  -1.24
2 C -0.40321 0.05485 0.63589  0.67
3 C -1.41449 1.15392 0.94690  0.51
4 N -1.17989 1.76614 2.09911  -0.26
5 O -2.40727 1.18835 0.26090  -0.64
6 C 1.10843 0.12009 0.92329  -0.99
7 C 1.84168 -0.42846 -0.28254  -0.73
8 C 0.93766 -0.16906 -1.52632  0.48
9 N 1.35688 -0.27372 -2.77761  -0.43
10 N -0.26651 0.07050 -1.10930  -0.01
11 O -1.36842 0.10496 -1.89084  -0.41
12 H -0.32750 -2.08410 0.79882  0.38
13 H -1.67947 -1.34399 -0.17005  0.30
14 H -1.56103 -1.54128 1.75975  0.37
15 H -0.43726 1.45894 2.64582  0.18
16 H -1.62682 2.58235 2.37615  0.25
17 H 1.18823 -0.50094 1.82473  0.45
18 H 1.51576 1.09242 1.15991  0.45
19 H 1.91737 -1.52813 -0.21372  0.34
20 H 2.94149 0.01365 -0.30747  0.37
21 H 2.26193 -0.69417 -2.96810  0.24
22 H 0.80409 -0.19412 -3.65368  0.25
23 H -2.10080 0.43948 -1.35801  0.45

Values from the calculation:
Structure (SMILES): C[C@@]1(C(N)=O)CCC(=[NH2+])N1O
Molar mass: 158.2 g/mol
ΔE to the lowest compared entry with this formula, charge and spin: 2.3198 eV
Charge: +1
Spin multiplicity: 1
Strongest force on any atom: 3.3 eV/Å
E_tot: -550.288299 a.u.

[10]
ORCA calculation (ωB97M-V/def2-TZVPD) on an isolated ion of composition C6H12N3O3 and charge +1.

Last column: Mulliken charge in e.
Cartesian coordinates (Å):
1 H -1.87888 -2.45246 0.81963  0.20
2 N -1.22900 -2.04584 1.40616  -0.67
3 C -0.75594 -0.90049 1.16114  0.40
4 C 0.30779 -0.18810 1.93294  0.39
5 O 0.19962 0.40890 2.99443  -0.51
6 C 1.59902 -0.28181 1.17238  -0.80
7 C 1.47836 0.77454 0.05616  -1.24
8 C 0.16584 0.60036 -0.64028  0.84
9 N -0.08042 1.68153 -1.44220  -0.45
10 N 0.49048 -0.75795 -1.60949  -0.40
11 C -1.12847 0.04932 0.03292  0.20
12 O -1.71107 1.27449 0.57948  -0.52
13 O -1.92787 -0.56045 -0.90111  -0.64
14 H 2.49062 -0.16687 1.69365  0.50
15 H 1.60248 -1.24198 0.76582  0.45
16 H 1.43527 1.71827 0.53684  0.50
17 H 2.34484 0.73501 -0.69351  0.36
18 H 0.58833 2.44412 -1.50695  0.23
19 H -0.94256 1.74339 -1.94620  0.24
20 H 0.74700 -0.45782 -2.57640  0.38
21 H -0.40814 -1.29547 -1.78546  0.36
22 H 1.17192 -1.32569 -1.21039  0.28
23 H -1.85624 1.18084 1.52385  0.42
24 H -2.70295 -0.93582 -0.36342  0.47

Values from the calculation:
Structure (SMILES): [H]/N=C1/C(=O)CC[C@@](N)([NH3+])C1(O)O
Molar mass: 174.2 g/mol
ΔE to the lowest compared entry with this formula, charge and spin: 0.4073 eV
Charge: +1
Spin multiplicity: 1
Strongest force on any atom: 3.8 eV/Å
E_tot: -625.520279 a.u.

[11]
ORCA calculation (ωB97M-V/def2-TZVPD) on a 2-piece molecular cluster, C6H12N3O3S overall.

Last column: Mulliken charge in e.
Cartesian coordinates (Å):
1 C -0.21900 1.18572 -1.29109  -0.30
2 C -1.46439 1.72433 -0.96308  -0.43
3 C -1.03484 0.09752 0.40445  -0.31
4 C -3.22671 1.31260 0.73802  -0.79
5 C 0.50513 -2.78569 -0.25369  -0.96
6 C 1.19873 -0.59109 -0.38357  -0.24
7 N -0.02836 0.17775 -0.44264  0.29
8 N -1.95994 1.01376 0.07841  0.09
9 N 1.21617 -1.69594 0.41042  -0.28
10 O 2.54803 1.66297 -0.79897  -0.59
11 O 1.99532 0.87616 1.51691  -0.51
12 O 3.72115 -0.23742 0.07139  -0.59
13 S 2.53918 0.52022 0.02611  1.17
14 H 0.56228 1.69099 -1.90057  0.45
15 H -2.01485 2.60100 -1.40972  0.39
16 H -0.88476 -0.51888 1.21581  0.56
17 H -4.07159 1.66211 0.13090  0.32
18 H -3.53649 0.50195 1.39843  0.31
19 H -3.02362 2.25802 1.35710  0.36
20 H -0.42761 -2.43513 -0.61007  0.38
21 H 1.05000 -3.36336 -0.97354  0.37
22 H 0.42009 -3.51059 0.62849  0.33
23 H 1.39511 -1.03128 -2.02578  0.33
24 H 2.61349 0.79168 2.30501  0.39
25 H 2.12747 -1.90739 0.77128  0.28

Values from the calculation:
Molar mass: 206.2 g/mol
ΔE to the lowest compared entry with this formula, charge and spin: 1.4906 eV
Charge: +1
Spin multiplicity: 1
Strongest force on any atom: 4.5 eV/Å
E_tot: -1023.633934 a.u.